Record 1
{
  "formula": "C7H14N2O2",
  "method": "ωB97M-V/def2-TZVPD",
  "species": ["C", "C", "N", "C", "C", "N", "C", "C", "C", "O", "O", "H", "H", "H", "H", "H", "H", "H", "H", "H", "H", "H", "H", "H", "H"],
  "xyz": [[2.847, 0.108, 0.043], [1.612, -0.778, -0.024], [0.444, -0.068, -0.630], [-0.643, -1.097, -1.227], [-1.702, -1.688, -0.294], [-2.262, -0.623, 0.512], [-1.130, -0.068, 1.372], [-0.228, 0.774, 0.407], [-0.848, 1.983, -0.156], [-1.916, 2.174, -0.709], [0.184, 2.927, -0.086], [3.026, 0.656, -0.870], [2.711, 0.902, 0.901], [3.712, -0.530, 0.471], [1.295, -1.108, 1.006], [1.716, -1.601, -0.772], [-0.053, -1.797, -1.922], [-0.985, -0.413, -1.955], [-1.205, -2.293, 0.512], [-2.406, -2.391, -0.805], [-2.493, 0.134, -0.196], [-1.597, 0.553, 2.141], [-0.480, -0.794, 1.880], [0.537, 1.330, 1.057], [-0.137, 3.709, -0.654]],
  "atomic_forces_ev_per_a": [[0.41, 0.16, 3.38], [-1.39, 0.12, -0.65], [-1.51, -1.14, 0.68], [3.04, 0.43, -0.71], [1.74, -1.01, 1.02], [0.04, 1.01, -0.32], [-1.01, 1.18, -1.97], [1.35, -0.94, 2.83], [0.23, 1.35, -1.87], [1.38, -0.06, 0.97], [-2.51, 1.62, -1.83], [0.36, -0.21, -0.27], [0.13, -1.28, -1.69], [-1.05, 1.07, -1.23], [0.80, -0.34, -0.93], [0.49, 0.18, 1.15], [-0.70, 0.50, 1.53], [-1.65, 0.55, -0.78], [-0.16, -0.18, -1.11], [0.24, 0.99, 0.23], [0.01, -0.78, 1.55], [0.19, 0.08, -0.08], [-0.68, -0.27, -0.34], [-0.43, -1.62, -0.79], [0.69, -1.42, 1.22]],
  "nbo_charge": [-0.622, -0.225, -0.429, -0.259, -0.259, -0.621, -0.243, -0.207, 0.800, -0.583, -0.697, 0.226, 0.200, 0.218, 0.168, 0.203, 0.207, 0.208, 0.185, 0.215, 0.370, 0.211, 0.202, 0.239, 0.494],
  "homo_lumo_gap_ev": 9.2195,
  "smiles": "CCN1CCNC[C@@H]1C(=O)O",
  "multiplicity": 1,
  "homo_ha": -0.31133
}

=====

Record 2
{
  "formula": "C7H14N2O3S",
  "method": "ωB97M-V/def2-TZVPD",
  "species": ["C", "S", "C", "C", "C", "N", "C", "O", "C", "N", "C", "O", "O", "H", "H", "H", "H", "H", "H", "H", "H", "H", "H", "H", "H", "H", "H"],
  "xyz": [[-3.533, -1.450, 1.252], [-3.758, -0.735, -0.408], [-2.490, 0.535, -0.652], [-1.030, 0.038, -0.588], [-0.024, 1.119, -0.776], [1.298, 0.571, -1.056], [1.930, -0.194, -0.186], [1.504, -0.367, 0.959], [3.238, -0.864, -0.671], [4.058, -1.356, 0.423], [-0.114, 2.198, 0.368], [-0.578, 3.314, 0.145], [0.270, 1.836, 1.606], [-3.576, -0.629, 1.938], [-4.354, -2.175, 1.385], [-2.551, -1.929, 1.324], [-2.743, 1.335, 0.051], [-2.692, 0.954, -1.629], [-0.900, -0.696, -1.364], [-0.814, -0.447, 0.393], [-0.310, 1.683, -1.677], [1.765, 0.806, -1.939], [3.859, -0.168, -1.241], [2.949, -1.679, -1.340], [3.569, -2.025, 1.078], [4.405, -0.627, 1.032], [0.622, 0.952, 1.574]],
  "atomic_forces_ev_per_a": [[0.53, 0.19, -0.81], [-0.40, -0.62, -0.75], [0.24, -0.03, 1.02], [-1.19, -0.66, 1.51], [0.00, 1.77, -0.64], [-0.08, 0.95, -1.02], [1.09, -0.66, 0.79], [0.32, -0.37, -0.29], [-0.13, 0.09, 1.19], [-0.45, -1.40, 0.86], [-0.46, 1.54, -0.09], [0.90, -2.24, 0.29], [-0.95, 1.68, -0.84], [-0.22, 0.16, 0.74], [0.45, 0.43, 0.00], [-0.30, -0.14, 0.09], [0.54, 0.00, 0.05], [-0.16, -0.07, -0.35], [0.09, -0.43, -0.31], [-0.40, 0.11, -0.75], [0.19, -0.02, 0.32], [-0.49, -0.18, 0.69], [-0.27, 0.08, -0.11], [0.11, -0.04, 0.06], [0.44, 1.07, -1.35], [-0.10, 0.25, -0.25], [0.70, -1.45, -0.07]],
  "nbo_charge": [-0.736, 0.174, -0.534, -0.431, -0.157, -0.593, 0.674, -0.679, -0.310, -0.826, 0.776, -0.578, -0.674, 0.216, 0.240, 0.213, 0.226, 0.229, 0.221, 0.227, 0.232, 0.415, 0.210, 0.218, 0.375, 0.365, 0.507],
  "homo_lumo_gap_ev": 8.9823,
  "smiles": "CSCC[C@H](NC(=O)CN)C(=O)O",
  "multiplicity": 1,
  "homo_ha": -0.31657
}

=====

Record 3
{
  "formula": "C7H14N2O4P2",
  "method": "ωB97M-V/def2-TZVPD",
  "species": ["C", "C", "C", "C", "C", "C", "C", "N", "N", "O", "O", "O", "O", "P", "P", "H", "H", "H", "H", "H", "H", "H", "H", "H", "H", "H", "H", "H", "H"],
  "xyz": [[1.528, 1.473, -0.187], [0.853, 1.176, 1.171], [1.721, -0.994, 0.183], [0.197, -0.237, -1.354], [1.667, 0.093, -0.953], [0.571, -0.377, 1.031], [-0.489, -0.546, -0.056], [-3.621, 0.299, -0.988], [-2.656, -1.888, 1.252], [-3.392, 1.369, 1.350], [-2.110, -2.330, -1.319], [-2.369, 2.689, -0.544], [-0.656, -3.328, 0.457], [-2.721, 1.309, -0.009], [-1.418, -2.139, -0.003], [0.805, 1.994, -0.690], [2.440, 2.034, -0.081], [1.428, 1.472, 2.092], [-0.088, 1.731, 1.121], [1.363, -1.989, -0.192], [2.731, -1.044, 0.629], [-0.291, 0.660, -1.827], [0.256, -1.024, -1.974], [2.319, -0.106, -1.755], [0.294, -0.980, 1.876], [-3.095, -0.585, -0.824], [-3.490, 0.614, -1.966], [-2.349, -1.754, 2.190], [-3.031, -0.946, 1.059]],
  "atomic_forces_ev_per_a": [[1.73, -2.09, 0.58], [0.26, -1.33, 0.28], [0.66, 0.76, -0.15], [0.19, 4.11, 0.99], [-2.61, -0.56, 2.65], [-0.14, 0.39, -0.98], [-2.59, 0.50, 0.75], [0.65, 0.30, -0.92], [-0.16, 1.00, -1.85], [0.94, -0.91, -0.57], [-0.54, 0.91, -0.29], [0.31, -1.61, -0.67], [1.42, -0.51, 0.75], [0.28, 1.97, 2.22], [-1.00, -0.03, 0.87], [-1.27, 1.84, -1.66], [0.55, 0.33, -0.07], [-0.26, -0.31, -0.87], [-0.02, -0.28, 0.67], [0.69, 0.69, 0.47], [-0.28, -0.15, 0.22], [0.45, -0.93, -0.13], [-0.39, -2.89, -2.56], [1.19, 0.48, -0.94], [0.08, 0.16, 0.78], [-0.81, -0.20, -1.25], [0.08, -0.69, 0.68], [0.86, -0.32, 0.68], [-0.28, -0.64, 0.31]],
  "nbo_charge": [-0.417, -0.407, -0.426, -0.469, -0.234, -0.285, -0.590, -1.225, -1.206, -1.159, -1.200, -1.161, -1.212, 2.182, 2.265, 0.215, 0.176, 0.170, 0.236, 0.244, 0.167, 0.197, 0.197, 0.187, 0.219, 0.433, 0.376, 0.356, 0.371],
  "homo_lumo_gap_ev": 5.9438,
  "charge": -2,
  "multiplicity": 1,
  "homo_ha": -0.00303
}

=====

Record 4
{
  "formula": "C7H14N2OPRe",
  "method": "ωB97M-V/def2-TZVPD",
  "species": ["C", "C", "C", "C", "C", "Re", "P", "H", "H", "H", "H", "H", "H", "H", "H", "C", "N", "C", "N", "O", "H", "H", "H", "H", "H", "H"],
  "xyz": [[-2.118, 1.557, -1.303], [-1.573, 1.174, -2.629], [-0.184, 1.511, -2.716], [0.238, 2.162, -1.434], [-0.826, 2.262, -0.465], [-0.570, 0.267, -1.075], [-1.853, -1.505, -0.431], [-3.160, 1.353, -1.064], [-2.079, 0.498, -3.436], [0.574, 1.093, -3.524], [-0.660, 2.584, 0.574], [1.346, 2.285, -1.175], [-1.181, -2.722, -0.182], [-3.191, -1.826, -0.910], [-2.119, -1.095, 0.867], [0.527, -1.307, 3.018], [1.616, -1.322, 2.046], [1.724, -0.699, 0.827], [2.949, -0.364, 0.341], [0.836, -0.669, -0.052], [-0.360, -1.135, 2.431], [0.582, -0.452, 3.713], [0.413, -2.309, 3.450], [2.493, -1.286, 2.527], [2.982, 0.189, -0.532], [3.592, -0.244, 1.134]],
  "atomic_forces_ev_per_a": [[1.64, 1.35, 0.46], [-0.82, -0.28, -1.97], [2.21, 1.40, -1.08], [1.39, 0.98, -1.56], [-1.44, -0.35, -2.29], [-0.08, -4.37, 1.78], [-1.65, -1.44, -0.17], [0.35, 0.63, 0.35], [0.70, 1.83, 1.71], [-1.84, 1.38, 1.74], [-0.72, 0.08, -0.78], [-1.83, 0.27, -0.52], [-0.47, -0.06, -0.05], [1.08, 0.01, 0.41], [-0.59, -0.46, 0.71], [-0.97, 0.23, -1.04], [1.16, 1.18, -0.48], [0.41, -1.28, -1.27], [0.18, 0.35, 2.18], [0.19, -0.78, 1.84], [-0.61, 0.00, -0.07], [0.30, -0.72, -0.01], [0.27, 0.53, 0.28], [0.55, -0.28, 0.13], [0.19, -0.64, 1.13], [0.42, 0.44, -1.43]],
  "mulliken_spin": [-0.038, -0.021, 0.167, 0.006, 0.183, 2.428, 0.029, 0.019, 0.022, 0.037, 0.037, 0.011, 0.025, 0.008, 0.036, -0.001, 0.019, 0.018, 0.017, -0.005, 0.000, -0.001, 0.000, -0.001, 0.003, 0.001],
  "homo_lumo_gap_ev": [6.6460, 7.3224],
  "s_squared": 3.764,
  "charge": 1,
  "multiplicity": 4,
  "homo_ha": [-0.34423, -0.42028]
}

=====

Record 5
{
  "formula": "C7H14N3",
  "method": "ωB97M-V/def2-TZVPD",
  "species": ["C", "C", "C", "C", "C", "C", "C", "N", "N", "N", "H", "H", "H", "H", "H", "H", "H", "H", "H", "H", "H", "H", "H", "H"],
  "xyz": [[-3.162, -0.056, -1.604], [-1.789, -0.023, -1.469], [-2.676, 0.443, 0.492], [2.463, -0.555, -1.153], [1.923, -1.563, 0.999], [1.186, 0.756, 0.476], [1.838, -0.355, 0.177], [-3.688, 0.295, -0.369], [-1.501, 0.354, -0.201], [-2.932, 0.737, 1.795], [-3.774, -0.095, -2.460], [-0.935, 0.022, -2.115], [2.010, 0.167, -1.870], [3.540, -0.339, -1.009], [2.260, -1.575, -1.662], [2.031, -1.504, 2.142], [1.180, -2.363, 0.849], [2.884, -2.060, 0.785], [1.390, 1.705, -0.027], [-0.470, 0.443, 0.080], [0.881, 0.830, 1.499], [-4.585, 0.104, -0.130], [-3.912, 0.503, 2.021], [-2.162, 1.302, 2.266]],
  "atomic_forces_ev_per_a": [[2.18, 0.23, -0.04], [-1.66, 0.72, -1.16], [0.69, 1.02, 0.37], [-0.32, -0.06, -1.85], [1.27, -1.93, 3.01], [1.10, 1.25, 0.94], [-0.66, -1.19, -1.18], [3.85, -0.50, -1.46], [-1.16, -0.15, 2.26], [1.68, 0.07, -0.72], [-0.45, -0.40, -0.71], [-0.33, -0.50, -0.76], [0.73, -0.18, 0.39], [-0.40, -0.42, -0.57], [0.65, 1.39, 1.32], [-0.66, 0.73, -1.53], [-0.04, 0.56, -0.41], [-0.30, 0.08, -0.32], [-0.45, -0.39, -0.29], [-1.12, -0.07, 0.31], [-0.39, 0.30, 0.66], [-3.23, -0.30, 0.94], [1.35, 0.97, 0.94], [-2.33, -1.22, -0.14]],
  "nbo_charge": [-0.078, -0.045, 0.595, -0.668, -0.696, -0.596, 0.147, -0.491, -0.528, -0.808, 0.249, 0.247, 0.216, 0.254, 0.240, 0.239, 0.250, 0.243, 0.241, 0.465, 0.212, 0.425, 0.434, 0.452],
  "homo_lumo_gap_ev": 9.9408,
  "charge": 1,
  "multiplicity": 1,
  "homo_ha": -0.46937
}

=====

Let's list maximum force in order: 0.0682; 0.0472; 0.0822; 0.0918; 0.0807 Eh/bohr.
Let's list energy above the lowest of the compared OMol25 structures with the same formula, charge and spin in order: 32.4; 0.1; 53.8; 34.9; 47.6 kcal/mol.